Record 1
Density functional theory data (wB97M-V/def2-TZVPD) for one molecule with the formula C4H3NO2.

Results
DFT total energy: -9778.603 eV
ΔE to the lowest compared entry with this formula, charge and spin: 297.5 kJ/mol
Kohn-Sham gap: 9.606 eV
HOMO: -9.968 eV
SMILES: O=c1cncco1
spin multiplicity: 1
charge: 0

Last column: natural (NBO) charge in e.
Geometry (Å):
H 1.24166 -0.72408 1.90599  0.207
O -0.62919 -2.24847 1.09067  -0.505
C -0.27951 -1.30450 0.59079  0.722
H -1.43117 0.74392 -1.78620  0.204
C -0.67906 0.45728 -0.89818  0.152
O -0.89444 -0.87728 -0.58582  -0.481
N 1.17730 0.79343 0.29177  -0.359
C 0.30801 1.15219 -0.65332  -0.155
H 0.24892 2.31851 -0.85452  0.223
C 0.93747 -0.31100 0.89882  -0.009

---

Record 2
Density functional theory data (wB97M-V/def2-TZVPD) for a 2-piece molecular cluster, C5H13NO overall.

Results
DFT total energy: -8933.558 eV
ΔE to the lowest compared entry with this formula, charge and spin: 43.7 kJ/mol
Kohn-Sham gap: 10.801 eV
HOMO: -9.909 eV
SMILES: CC(N)=O.CCC
spin multiplicity: 1
charge: 0

Last column: natural (NBO) charge in e.
Geometry (Å):
H -0.18905 -1.31828 -0.25262  0.190
H -1.45035 -1.80567 -1.21598  0.200
C -0.38298 -0.10096 -2.05608  -0.404
H -0.93851 0.74883 -0.07574  0.208
C 0.46367 0.74244 1.80055  0.680
O 0.21503 1.90041 2.05495  -0.612
H -1.94264 1.29143 -1.36911  0.207
H -1.04049 -0.23761 -2.90822  0.203
C -0.41479 -1.43849 -1.30540  -0.608
H 0.12283 -2.25720 -1.78748  0.209
H 2.02856 0.96259 0.51001  0.242
H -0.22371 -1.22205 2.14707  0.390
H -0.35416 1.95048 -1.29988  0.215
C 1.79412 0.23473 1.29452  -0.726
C -0.90653 1.03148 -1.12652  -0.617
H 2.43688 0.34186 2.16493  0.247
H 0.63565 0.11752 -2.36447  0.196
N -0.40305 -0.23327 2.23966  -0.845
H -1.25981 0.03477 2.72109  0.404
H 1.80933 -0.74301 0.82870  0.222

---

Record 3
Density functional theory data (wB97M-V/def2-TZVPD) for C26H34N2OP2S2Ti as an isolated structure.

Results
DFT total energy: -95888.845 eV
Kohn-Sham gap (alpha / beta): 5.466 / 5.468 eV
HOMO (alpha / beta): -5.949 / -5.948 eV
spin multiplicity: 1
charge: 0

Last column: natural (NBO) charge in e.
Geometry (Å):
C 7.56491 0.45309 -1.06446  -0.210
H -4.91484 -1.72888 -1.49236  0.226
C -2.89618 -1.45553 -2.19237  -0.251
C 3.00959 4.53226 -0.40705  -0.296
H 0.06421 6.11412 0.29643  0.219
C -1.58097 -1.32816 -1.78556  0.038
N -5.08063 -2.98718 1.34093  -0.437
C -2.16807 -1.37327 0.42521  0.096
C -4.55486 -1.74220 1.18371  0.665
C -3.50534 -1.57763 0.11616  -0.149
H 0.54481 -2.85300 -1.16983  0.221
H 1.99983 -2.04182 1.57939  0.231
C 1.12588 5.90530 0.25063  -0.230
H 5.74212 -0.60631 -3.75443  0.213
H -6.92685 -2.24459 1.90802  0.222
S 3.56607 0.66968 -1.00687  0.588
H 4.08144 7.07725 1.47042  0.214
C 2.14513 4.12295 -2.90660  -0.876
C 4.96968 0.05211 -1.85717  -0.218
H 2.62715 5.07709 -2.72839  0.240
C 5.95213 -0.22858 -2.76114  -0.230
H -6.98405 -3.16089 4.18959  0.212
C 3.90686 5.26547 0.32971  -0.219
H 6.77843 1.02836 0.88405  0.216
H 2.17620 -3.15687 -0.55477  0.222
C -6.03567 -3.10067 3.65388  -0.619
H -1.48454 1.75707 -1.24387  0.122
H -6.80546 -4.01027 1.84257  0.191
Ti 1.58350 1.18199 -0.75293  -0.752
O -4.96609 -0.77914 1.80495  -0.596
C -3.87443 -1.59948 -1.21972  -0.144
H 4.95417 5.00377 0.41942  0.217
C 1.65018 4.83767 -0.43666  -0.246
C -4.53487 -4.20735 0.76199  -0.207
C 3.40447 6.42661 0.93091  -0.203
H -1.43715 3.13580 -0.01909  0.148
C 6.54229 0.69828 -0.12040  -0.239
H -1.06924 2.56586 1.67729  0.185
C 1.56334 -2.45902 -1.12314  -0.966
H -3.70425 -3.94153 0.11347  0.215
H 1.90254 -2.36749 -2.15405  0.226
H 0.42865 -2.72471 1.16012  0.213
C 5.25949 0.51330 -0.54775  -0.206
H -5.41641 -3.94510 3.95527  0.200
C 0.96326 -1.79033 1.34004  -0.971
C 2.05041 6.73915 0.89219  -0.208
N -1.21969 -1.31693 -0.50537  -0.458
H -3.53547 -6.02981 1.31917  0.217
H 1.69910 7.62827 1.40039  0.215
C -6.29245 -3.09715 2.15141  -0.214
H 0.54563 -1.24726 2.18774  0.229
H 2.63460 3.56968 -3.70756  0.227
C 7.27990 0.00792 -2.33878  -0.210
H -5.30475 -4.67661 0.14093  0.188
H -5.53536 -2.17775 3.94137  0.233
H 1.11376 4.34181 -3.19740  0.225
H -4.87605 -5.61517 2.38702  0.207
H 8.59415 0.63733 -0.78396  0.213
H -3.35052 -4.72323 2.49775  0.213
H -0.77108 -1.21595 -2.50152  0.209
H 8.09139 -0.16701 -3.03375  0.213
C -1.46812 2.17467 0.73384  -0.962
P 1.16309 -0.83373 -0.25172  0.966
H -3.14336 -1.45905 -3.24491  0.226
H -1.82662 -1.31516 1.45195  0.214
C -4.04863 -5.20209 1.81015  -0.620
S -0.37272 1.71412 -0.46008  0.442
P 2.00641 3.25591 -1.22436  0.962